The following is a quantum chemistry calculation of C10H20AlBr10NO3 as an isolated structure in a non-equilibrium geometry, from the OMol25 dataset.

Energy relative to the best compared isomer or geometry (same formula, charge and spin) = 258.2 kJ/mol
Total charge = +2

```
45
Properties=species:S:1:pos:R:3:forces:R:3
Al 4.855 -2.723 -0.738 -0.71 0.32 0.14
N 1.669 -1.347 -0.050 3.91 -0.73 -0.17
O 2.235 -1.385 -1.142 -0.01 0.07 -2.61
O 0.550 -0.979 0.076 -2.00 0.42 1.08
O 2.490 -1.692 0.854 -1.23 0.00 1.67
Br -3.182 -0.257 -4.749 0.62 0.28 1.00
C -2.274 0.100 -2.974 -0.71 -1.82 -0.38
C -1.808 -1.253 -2.436 0.22 -0.12 0.22
Br -3.297 -2.622 -2.399 1.10 1.15 -0.18
H -3.064 0.484 -2.328 0.31 0.41 -0.29
H -1.398 0.725 -3.147 -0.34 0.22 -0.07
H -1.414 -1.166 -1.423 -0.59 0.17 0.35
H -0.930 -1.668 -2.932 -0.54 -0.20 -0.71
Br 2.105 3.810 0.722 -1.48 0.13 -0.11
C 0.039 3.707 0.617 1.55 -0.54 -0.54
C -0.210 2.287 0.202 0.25 -1.23 0.45
Br -2.105 1.925 0.323 -0.40 -0.08 -0.02
H -0.309 4.369 -0.176 0.23 0.39 0.53
H -0.298 3.904 1.635 -0.02 0.22 -0.38
H 0.262 1.562 0.866 -0.10 0.21 0.23
H 0.108 1.941 -0.781 -0.04 0.76 -0.15
Br 1.189 0.499 -4.541 0.30 0.29 0.65
C 2.095 1.696 -3.232 0.27 0.12 -0.82
C 3.413 2.197 -3.891 -0.11 1.05 1.17
Br 4.148 3.617 -2.691 -0.20 -0.37 -0.03
H 2.161 1.199 -2.264 0.67 -0.48 -0.38
H 1.385 2.494 -3.014 0.25 0.29 -0.63
H 3.304 2.783 -4.803 -0.54 -0.46 -0.01
H 4.278 1.544 -4.004 -0.65 -0.47 0.11
Br -2.771 -2.093 3.515 0.36 -0.23 -0.71
C -2.795 -2.409 1.563 -1.20 -0.83 -0.19
C -3.437 -3.835 1.313 0.84 0.63 0.59
Br -2.250 -5.258 2.035 -0.29 0.66 -0.17
H -1.849 -2.182 1.071 0.31 -0.61 0.55
H -3.437 -1.591 1.236 -0.45 -0.27 -0.13
H -3.601 -4.138 0.279 0.25 0.49 0.06
H -4.376 -3.956 1.853 0.18 0.20 0.02
Br 2.849 1.279 4.352 -0.73 -0.71 0.08
C 1.470 0.013 3.720 -1.79 -0.03 0.48
C 0.508 -0.454 4.947 2.28 0.62 -0.53
Br 0.159 1.143 6.024 0.20 -0.20 -0.23
H 1.959 -0.791 3.168 0.17 -0.24 0.46
H 0.938 0.575 2.953 -0.19 0.09 0.33
H 1.113 -1.137 5.545 -0.10 0.24 0.26
H -0.474 -0.917 4.846 0.16 0.17 -0.99
```
Forces are in eV/Å.

The following is a quantum chemistry calculation of an isolated ion of composition C6H8N and charge +1 in a non-equilibrium geometry, from the OMol25 dataset.

Energy relative to the best compared isomer or geometry (same formula, charge and spin) = 541.5 kJ/mol
Total charge = +1
SMILES = C=[N+]1C=C1/C=C\C

```
15
Properties=species:S:1:pos:R:3:forces:R:3
C -1.041 1.952 -0.981 -0.91 0.23 -2.36
N -1.132 1.197 0.008 -0.79 -0.31 1.65
C -1.767 0.934 1.198 -0.11 0.03 0.71
C -0.815 0.072 0.868 -0.71 2.22 0.09
C 0.028 -0.994 1.153 1.31 -1.51 -1.00
C 1.090 -1.513 0.499 -0.70 3.73 -2.22
C 1.744 -0.956 -0.760 -2.51 2.64 0.84
H -0.441 1.476 -1.697 1.28 0.30 -1.32
H -1.779 2.711 -1.362 0.84 -0.58 1.35
H -2.477 1.484 1.826 0.32 -0.66 -0.26
H -0.400 -1.573 1.911 -0.44 -0.81 1.36
H 1.500 -2.426 0.660 0.73 -2.71 1.64
H 0.946 -1.067 -1.504 0.35 -0.28 -0.42
H 2.605 -1.461 -1.040 1.45 -0.98 -0.48
H 1.940 0.164 -0.779 -0.10 -1.31 0.43
```
Forces are in eV/Å.

The following is a quantum chemistry calculation of CH3IN2O2 as an isolated structure in a non-equilibrium geometry, from the OMol25 dataset.

Energy relative to the best compared isomer or geometry (same formula, charge and spin) = 73.6 kJ/mol
Spin multiplicity = 3
Expectation value of S² = 2.010

```
9
Properties=species:S:1:pos:R:3:forces:R:3
C -0.754 -1.670 0.214 -2.36 2.96 -1.97
N 0.636 2.910 -0.176 -1.52 -0.82 0.64
N 0.023 2.042 0.144 -0.17 -0.08 0.32
O 1.158 3.895 -0.481 1.72 2.03 -0.88
O -0.035 -0.314 0.003 -4.37 -2.76 0.86
I 1.769 -0.973 -0.411 4.68 -0.40 -1.17
H -1.687 -1.459 0.768 0.55 -0.08 -0.30
H -0.114 -2.285 0.720 1.27 -1.60 1.52
H -0.995 -2.147 -0.780 0.21 0.75 0.97
```
Forces are in eV/Å.

The following is a quantum chemistry calculation of C36H42BrCsF2N9O6P2 as an isolated structure in a non-equilibrium geometry, from the OMol25 dataset.

Energy relative to the best compared isomer or geometry (same formula, charge and spin) = 62.5 kJ/mol
Total charge = -1

```
99
Properties=species:S:1:pos:R:3:forces:R:3
Cs 0.928 0.418 0.446 -0.16 -0.19 0.12
O 4.980 -1.189 3.864 -1.05 0.28 -1.37
C 4.015 -0.785 3.174 -0.51 -0.41 0.82
N 3.387 -1.284 2.080 0.96 -0.23 0.17
C 3.918 -2.148 1.147 -1.56 0.83 1.49
O 4.978 -2.083 0.575 0.87 -0.34 -0.53
C 2.855 -3.195 0.760 0.37 0.71 -0.41
C 2.972 -4.515 1.113 -0.75 -0.56 -0.24
C 1.932 -5.411 0.777 0.73 0.25 1.23
C 0.848 -4.960 0.058 -0.61 0.12 -1.16
C 0.882 -3.607 -0.306 -1.54 0.43 0.00
N 1.799 -2.742 0.070 0.53 0.19 0.01
C 3.204 0.402 3.816 1.63 -1.33 -1.21
C 3.294 0.630 5.160 0.73 0.21 2.11
C 2.756 1.804 5.674 0.32 -0.28 1.51
C 2.170 2.752 4.859 -0.20 -0.08 -0.86
C 2.081 2.387 3.525 0.32 -0.32 -1.06
N 2.611 1.230 2.998 -1.68 2.50 -0.05
H 3.838 -4.809 1.676 0.14 -0.32 0.20
H 1.960 -6.370 1.285 -0.05 -0.27 -0.58
H -0.011 -5.575 -0.328 1.06 0.50 0.82
H 0.017 -3.110 -0.795 0.57 -0.66 -0.02
H 3.903 -0.024 5.839 -0.86 0.46 -0.99
H 2.819 1.960 6.762 0.05 0.08 -0.54
H 1.797 3.739 5.161 0.16 -0.63 0.15
H 1.593 3.115 2.833 0.45 -0.88 0.29
F -5.689 1.219 -0.013 -2.07 1.64 -2.10
C -4.760 0.781 0.779 -0.34 -1.61 2.02
C -3.474 1.195 0.641 -0.20 0.36 -1.16
C -2.418 0.528 1.212 1.04 -0.46 1.55
C -2.814 -0.416 2.224 -0.50 0.13 -0.10
C -4.159 -0.686 2.462 0.19 -0.32 0.11
F -4.485 -1.592 3.450 -0.02 0.33 -0.36
C -5.207 -0.142 1.710 2.73 -0.04 0.60
C -1.742 -1.136 2.995 0.85 -1.09 -1.05
C -1.300 -2.430 2.570 -0.28 1.92 0.68
C -0.051 -2.863 3.001 -1.53 -1.14 -0.97
C 0.691 -2.090 3.813 0.71 1.12 1.64
C 0.128 -0.896 4.292 1.34 -0.14 -0.24
N -1.033 -0.426 3.882 -0.56 0.27 -0.23
H -3.394 2.000 -0.085 0.42 0.08 -0.10
H -6.197 -0.439 1.850 -1.39 -0.28 0.05
H -1.915 -2.949 1.860 -0.04 -0.35 -0.17
H 0.315 -3.832 2.710 0.15 -0.23 -0.32
H 1.680 -2.430 4.109 -0.10 0.33 0.05
H 0.744 -0.225 4.907 -0.48 -0.39 0.03
C 3.474 -0.279 -2.052 -0.21 0.12 -1.07
N 2.692 -0.323 -3.367 -0.31 1.20 0.87
C 2.389 -1.641 -3.841 0.67 -0.95 -1.07
P 1.685 0.974 -3.599 1.90 1.03 1.54
O 1.539 1.802 -2.381 -0.55 -0.16 -0.19
O 0.294 0.493 -4.205 -0.83 -0.11 -0.33
P -0.806 -0.393 -3.399 -0.89 -0.06 -0.23
O -0.200 -1.033 -2.232 0.46 -0.63 0.32
N -2.104 0.589 -3.080 -0.01 -0.31 -0.59
C -3.265 -0.173 -2.524 1.34 0.11 -0.61
C -1.970 1.940 -2.538 -0.74 -0.65 1.31
N -1.349 -1.442 -4.562 0.79 -0.89 0.74
C -2.255 -1.066 -5.603 -0.46 1.18 0.04
C -1.099 -2.898 -4.500 -0.82 0.68 0.32
N 2.354 1.915 -4.782 0.29 0.36 0.58
C 1.742 3.224 -4.982 -0.08 0.09 -0.81
C 2.923 1.362 -5.980 0.33 -0.32 0.53
H 3.015 -1.018 -1.389 0.29 -0.05 0.00
H 3.393 0.731 -1.557 0.35 -1.11 -0.89
H 4.510 -0.570 -2.336 -0.62 0.31 0.69
H 3.306 -2.195 -4.150 -0.29 0.48 0.28
H 1.769 -1.624 -4.751 0.03 0.19 0.34
H 1.897 -2.249 -3.098 -0.32 -0.16 0.39
H -3.557 -0.912 -3.283 -0.27 0.17 0.53
H -4.016 0.548 -2.292 -0.85 0.38 -0.25
H -3.007 -0.605 -1.567 0.12 -0.52 0.21
H -1.276 2.510 -3.130 0.47 0.28 0.19
H -1.803 1.902 -1.431 0.74 0.17 -0.88
H -2.958 2.399 -2.565 -0.08 0.17 -0.52
H -2.490 0.016 -5.446 -0.10 -0.88 -0.38
H -3.175 -1.673 -5.526 0.17 0.29 -0.19
H -1.816 -1.189 -6.598 -0.05 -0.07 0.01
H -0.609 -3.179 -3.578 0.39 0.15 0.10
H -0.562 -3.281 -5.373 0.03 0.17 0.07
H -2.093 -3.353 -4.452 0.07 -0.33 -0.21
H 0.726 3.107 -5.407 0.12 0.32 0.49
H 2.286 3.821 -5.722 0.25 -0.47 -0.14
H 1.807 3.845 -4.102 -0.54 -0.21 0.53
H 2.113 1.325 -6.674 -0.24 -0.29 -1.35
H 3.333 0.364 -5.797 -0.19 0.09 0.00
H 3.747 1.988 -6.324 -0.14 0.08 -0.18
O -4.465 2.821 3.276 -0.06 -1.20 -0.17
C -3.367 3.366 3.807 -1.45 2.25 -0.27
C -2.235 2.735 4.135 2.30 -1.01 1.35
C -1.227 3.444 4.787 0.27 -0.21 -0.66
N -1.178 4.767 4.873 1.26 -0.47 0.56
C -2.218 5.376 4.413 -0.79 0.61 0.09
Br -2.080 7.290 4.299 -0.18 -0.07 0.09
C -3.372 4.757 4.019 -0.50 0.38 -0.75
H -4.311 1.859 3.099 -0.14 0.86 0.05
H -2.038 1.702 3.982 -0.18 -0.89 -0.14
H -0.346 2.928 5.148 -0.17 -0.17 0.01
H -4.192 5.392 3.744 -0.45 -0.15 -0.20
```
Forces are in eV/Å.

| no. | DFT total energy (eV) |
| --- | --- |
| 1 | -725321.26281 |
| 2 | -7830.07582 |
| 3 | -16254.88670 |
| 4 | -158317.79489 |